1.
Entry from the Open Molecules 2025 dataset: the molecule C14H19N3O2S2 (the ωB97M-V functional and the def2-TZVPD basis).

Calculated values
SMILES string: COCCn1c(C)cc(C(=O)CSc2nnc(C)s2)c1C
Gap between HOMO and LUMO (Ha): 0.320
ΔE to the lowest compared entry with this formula, charge and spin (kcal per mole): 55.10
HOMO (eV): -8.0671
Maximum force (eV Å⁻¹): 1.73
Total energy (Ha): -1655.9684

Structure (ORCA input):
```
! wB97M-V def2-TZVPD RIJCOSX def2/J DEFGRID3
* xyz 0 1
C -0.678 -5.190 -4.372
O -1.288 -3.999 -3.947
C -2.298 -4.202 -2.988
C -2.827 -2.840 -2.525
N -1.918 -2.180 -1.628
C -1.873 -2.394 -0.266
C -2.843 -3.272 0.444
C -0.852 -1.654 0.246
C -0.241 -0.954 -0.836
C 0.884 -0.051 -0.770
O 1.354 0.550 -1.716
C 1.505 0.123 0.614
S 0.328 0.961 1.735
C 1.236 2.361 2.171
N 2.461 2.605 1.847
N 2.918 3.748 2.335
C 2.082 4.411 3.041
C 2.361 5.706 3.694
S 0.510 3.609 3.174
C -0.939 -1.315 -1.987
C -0.723 -0.882 -3.387
H -0.200 -5.712 -3.534
H -1.407 -5.865 -4.838
H 0.077 -4.909 -5.102
H -1.895 -4.764 -2.131
H -3.122 -4.788 -3.426
H -3.785 -2.983 -2.021
H -2.977 -2.214 -3.407
H -2.600 -3.284 1.503
H -2.812 -4.295 0.070
H -3.862 -2.900 0.333
H -0.579 -1.603 1.281
H 2.386 0.759 0.556
H 1.746 -0.840 1.060
H 1.677 6.470 3.326
H 3.384 6.000 3.476
H 2.228 5.622 4.771
H -0.626 -1.746 -4.041
H -1.560 -0.274 -3.735
H 0.181 -0.281 -3.434
*
```


2.
Entry from the Open Molecules 2025 dataset: a structure of composition C14H19N4SV (the ωB97M-V functional and the def2-TZVPD basis).

Calculated values
Gap between HOMO and LUMO (spin up / spin down) (Ha): 0.228 / 0.276
HOMO (spin up / spin down) (eV): -10.1022 / -11.6651
Maximum force (eV Å⁻¹): 3.64
Total energy (Ha): -2105.8056
<S²>: 3.787

Structure (ORCA input):
```
! wB97M-V def2-TZVPD RIJCOSX def2/J DEFGRID3
* xyz 1 4
V -0.587 -1.852 -1.071
C 0.702 -2.157 2.899
C 0.561 -2.032 1.416
N -0.578 -2.133 0.761
N -1.754 -2.323 1.418
C -2.912 -2.418 0.718
N -4.059 -2.490 1.404
S -2.902 -2.499 -0.955
C 1.659 -1.715 0.539
C 2.963 -1.386 0.928
C 3.880 -1.001 -0.032
C 3.489 -0.985 -1.369
C 2.188 -1.332 -1.688
N 1.285 -1.672 -0.771
H -0.002 -2.880 3.311
H 0.539 -1.190 3.381
H 1.708 -2.489 3.145
H -1.768 -2.234 2.434
H -4.115 -2.371 2.400
H -4.924 -2.544 0.890
H 3.244 -1.398 1.969
H 4.878 -0.701 0.251
H 4.181 -0.694 -2.142
H 1.832 -1.305 -2.718
C 0.811 3.207 -1.311
C -0.634 2.720 -1.147
C -1.208 3.225 0.184
C -1.487 3.225 -2.317
C -0.660 1.265 -1.123
C -0.699 0.051 -1.067
H 0.829 4.294 -1.307
H 1.233 2.858 -2.251
H 1.439 2.845 -0.500
H -1.210 4.311 0.194
H -0.608 2.868 1.018
H -2.227 2.872 0.320
H -1.491 4.312 -2.320
H -2.511 2.871 -2.230
H -1.086 2.875 -3.264
*
```


3.
Entry from the Open Molecules 2025 dataset: the molecule C14H19NO (the ωB97M-V functional and the def2-TZVPD basis).

Calculated values
SMILES string: CCCCC/C(=N/O)[C@H]1Cc2ccccc21
Gap between HOMO and LUMO (Ha): 0.370
ΔE to the lowest compared entry with this formula, charge and spin (kcal per mole): 92.09
HOMO (eV): -9.1480
Maximum force (eV Å⁻¹): 3.19
Total energy (Ha): -674.7534

Structure (ORCA input):
```
! wB97M-V def2-TZVPD RIJCOSX def2/J DEFGRID3
* xyz 0 1
C 2.727 1.036 -3.194
C 2.722 1.748 -1.810
C 1.534 1.186 -0.955
C 1.356 1.845 0.410
C 0.205 1.274 1.238
C 0.512 -0.098 1.775
N 1.448 -0.207 2.697
O 1.677 -1.507 3.297
C -0.334 -1.309 1.350
C -1.564 -1.617 2.290
C -2.441 -1.477 1.055
C -3.741 -1.472 0.596
C -3.958 -1.238 -0.768
C -2.882 -0.935 -1.609
C -1.567 -0.889 -1.082
C -1.405 -1.207 0.249
H 2.623 -0.040 -3.026
H 3.684 1.215 -3.640
H 1.893 1.329 -3.831
H 2.642 2.832 -1.958
H 3.630 1.581 -1.250
H 0.612 1.249 -1.536
H 1.785 0.146 -0.759
H 2.310 1.792 0.979
H 1.123 2.917 0.212
H -0.718 1.295 0.648
H 0.053 1.953 2.099
H 2.560 -1.589 3.682
H 0.312 -2.180 1.224
H -1.802 -0.922 3.086
H -1.584 -2.604 2.750
H -4.591 -1.576 1.246
H -4.951 -1.301 -1.161
H -3.155 -0.667 -2.633
H -0.715 -0.563 -1.670
*
```


4.
Entry from the Open Molecules 2025 dataset: the molecule C14H19NO (the ωB97M-V functional and the def2-TZVPD basis).

Calculated values
SMILES string: CCCCC/C(=N/O)[C@@H]1Cc2ccccc21
Gap between HOMO and LUMO (Ha): 0.350
ΔE to the lowest compared entry with this formula, charge and spin (kcal per mole): 136.18
HOMO (eV): -8.6273
Maximum force (eV Å⁻¹): 4.48
Total energy (Ha): -674.6831

Structure (ORCA input):
```
! wB97M-V def2-TZVPD RIJCOSX def2/J DEFGRID3
* xyz 0 1
C -1.761 4.299 0.073
C -2.162 2.851 -0.115
C -1.670 2.032 1.100
C -2.521 0.794 1.297
C -2.035 -0.334 0.263
C -0.632 -0.890 0.570
N -0.137 -0.661 1.785
O 1.255 -1.080 2.008
C 0.034 -1.541 -0.526
C 0.489 -3.051 -0.233
C 1.829 -2.595 -0.664
C 3.054 -3.054 -1.105
C 4.004 -2.228 -1.580
C 3.563 -0.851 -1.663
C 2.346 -0.385 -1.116
C 1.452 -1.319 -0.790
H -0.712 4.552 0.303
H -1.898 4.858 -0.875
H -2.425 4.557 0.941
H -1.856 2.409 -1.070
H -3.258 2.759 -0.081
H -0.604 1.800 0.904
H -1.858 2.595 2.010
H -2.351 0.410 2.312
H -3.544 0.950 1.139
H -2.763 -1.263 0.277
H -2.019 0.156 -0.734
H 1.642 -0.922 2.848
H -0.464 -1.568 -1.532
H 0.033 -3.889 -0.744
H 0.511 -3.221 0.810
H 3.158 -4.083 -0.717
H 4.982 -2.687 -1.779
H 4.272 -0.056 -2.021
H 2.046 0.653 -1.294
*
```


5.
Entry from the Open Molecules 2025 dataset: the molecule C14H19NO3 (the ωB97M-V functional and the def2-TZVPD basis).

Calculated values
SMILES string: O=C(O)CCCC(=O)NCCCc1ccccc1
Gap between HOMO and LUMO (Ha): 0.369
ΔE to the lowest compared entry with this formula, charge and spin (kcal per mole): 0.00
HOMO (eV): -9.4762
Maximum force (eV Å⁻¹): 0.88
Total energy (Ha): -825.4096

Structure (ORCA input):
```
! wB97M-V def2-TZVPD RIJCOSX def2/J DEFGRID3
* xyz 0 1
O 5.937 0.555 0.302
C 4.803 0.168 0.219
O 4.341 -0.830 0.961
C 3.783 0.779 -0.736
C 2.587 1.375 0.028
C 1.244 0.936 -0.553
C 0.990 -0.549 -0.353
O 1.759 -1.296 0.233
N -0.157 -0.982 -0.902
C -0.656 -2.325 -0.699
C -1.505 -2.458 0.569
C -2.844 -1.714 0.489
C -2.675 -0.224 0.401
C -2.147 0.488 1.473
C -1.955 1.855 1.387
C -2.292 2.535 0.228
C -2.830 1.840 -0.841
C -3.018 0.470 -0.754
H 3.400 -1.053 0.751
H 3.445 -0.017 -1.403
H 4.285 1.538 -1.335
H 2.623 1.069 1.077
H 2.646 2.463 0.007
H 0.431 1.480 -0.063
H 1.200 1.161 -1.621
H -0.806 -0.301 -1.270
H -1.235 -2.614 -1.579
H 0.217 -2.978 -0.613
H -0.922 -2.087 1.414
H -1.700 -3.519 0.736
H -3.421 -1.954 1.385
H -3.404 -2.075 -0.377
H -1.889 -0.033 2.383
H -1.544 2.394 2.229
H -2.143 3.603 0.162
H -3.105 2.364 -1.745
H -3.444 -0.065 -1.592
*
```


6.
Entry from the Open Molecules 2025 dataset: the molecule C14H19NO5 (the ωB97M-V functional and the def2-TZVPD basis).

Calculated values
SMILES string: CCOC(=O)N[C@@H](CC(=O)O)c1ccc(OCC)cc1
Gap between HOMO and LUMO (Ha): 0.335
ΔE to the lowest compared entry with this formula, charge and spin (kcal per mole): 1.18
HOMO (eV): -8.4385
Maximum force (eV Å⁻¹): 0.75
Total energy (Ha): -975.8824

Structure (ORCA input):
```
! wB97M-V def2-TZVPD RIJCOSX def2/J DEFGRID3
* xyz 0 1
C -2.400 2.509 3.522
C -3.123 3.027 2.286
O -3.137 2.058 1.239
C -2.013 1.982 0.483
O -1.050 2.691 0.634
N -2.189 1.034 -0.466
C -1.175 0.498 -1.365
C -0.369 1.628 -2.028
C 0.647 1.043 -2.976
O 1.831 1.231 -2.940
O 0.076 0.265 -3.908
C -0.252 -0.483 -0.674
C -0.210 -1.811 -1.084
C 0.639 -2.711 -0.478
C 1.473 -2.305 0.565
O 2.271 -3.268 1.095
C 3.161 -2.925 2.139
C 3.935 -4.178 2.515
C 1.431 -0.979 0.983
C 0.578 -0.082 0.363
H -2.465 3.245 4.318
H -2.849 1.578 3.859
H -1.353 2.333 3.288
H -4.175 3.225 2.499
H -2.638 3.938 1.921
H -3.031 0.489 -0.365
H -1.722 -0.033 -2.152
H 0.143 2.224 -1.276
H -1.049 2.269 -2.592
H 0.753 -0.103 -4.497
H -0.845 -2.143 -1.894
H 0.680 -3.742 -0.795
H 2.599 -2.552 3.006
H 3.852 -2.139 1.802
H 4.632 -3.955 3.318
H 3.249 -4.954 2.842
H 4.488 -4.545 1.654
H 2.061 -0.628 1.784
H 0.561 0.943 0.697
*
```